No. 1
Here is a structure of composition C15H9AsN4O7RhS2 in a non-equilibrium geometry from the OMol25 dataset. Energies are from ωB97M-V/def2-TZVPD.

Geometry (Å):
1 Rh 0.0014 0.2327 -0.6493
2 O -2.9978 0.8679 2.9078
3 As -1.4157 0.1676 2.3072
4 O -0.3688 0.9092 3.2825
5 O -1.5221 0.7548 0.7430
6 C -1.9506 -1.6995 2.5830
7 C -2.9876 -2.0267 3.4468
8 C -3.3841 -3.3480 3.5860
9 C -2.7334 -4.3553 2.8889
10 C -1.6908 -4.0321 2.0353
11 C -1.3201 -2.7086 1.8920
12 S -0.0301 -2.2449 0.7550
13 O 0.8504 -3.3757 0.6299
14 O -0.7370 -1.9091 -0.5048
15 O 0.5836 -1.0340 1.3249
16 H -2.7979 1.8055 2.9837
17 H -3.4740 -1.2375 4.0027
18 H -4.2136 -3.5956 4.2364
19 H -3.0334 -5.3872 3.0118
20 H -1.1545 -4.7870 1.4793
21 O 1.4563 -0.4820 -2.3161
22 N 1.5029 0.2782 -3.3585
23 C 2.6137 0.2693 -4.1231
24 C 2.7320 1.0513 -5.2436
25 C 1.6759 1.8827 -5.6122
26 C 0.5457 1.8931 -4.8274
27 C 0.4512 1.0942 -3.6860
28 S -0.9654 1.1154 -2.7047
29 H 3.3957 -0.3929 -3.7852
30 H 3.6383 1.0246 -5.8252
31 H 1.7466 2.5046 -6.4899
32 H -0.2960 2.5248 -5.0568
33 N 1.4188 1.7344 -0.2484
34 C 1.6894 2.4861 0.6061
35 C 2.1832 3.4172 1.4746
36 C 1.5101 4.5842 1.8351
37 N 1.0274 5.5908 2.1159
38 C 3.4854 3.2589 1.9576
39 N 4.5649 3.1689 2.3458

The highest occupied orbital energy (alpha / beta) is -0.204 / -0.204 Eh. As for the charge: -1. Its maximum force is 3.25 eV/A. The calculation puts the relative energy (zero: lowest compared OMol25 entry of this formula, charge and spin) at 0.0 kJ/mol. The value obtained for the frontier orbital gap (alpha / beta) is 6.13 / 6.13 eV.

Table of natural (NBO) atomic charges, one value per atom, all in e:
1 Rh 1.185
2 O -1.048
3 As 2.414
4 O -1.131
5 O -1.056
6 C -0.404
7 C -0.175
8 C -0.207
9 C -0.204
10 C -0.218
11 C -0.239
12 S 2.382
13 O -0.941
14 O -0.959
15 O -0.952
16 H 0.486
17 H 0.249
18 H 0.212
19 H 0.211
20 H 0.239
21 O -0.534
22 N 0.051
23 C 0.023
24 C -0.258
25 C -0.178
26 C -0.229
27 C 0.011
28 S 0.029
29 H 0.237
30 H 0.227
31 H 0.221
32 H 0.234
33 N -0.515
34 C 0.526
35 C -0.567
36 C 0.318
37 N -0.375
38 C 0.317
39 N -0.379

---

No. 2
Here is the molecule C5H11ClOS in a non-equilibrium geometry from the OMol25 dataset. Energies are from ωB97M-V/def2-TZVPD.

Geometry (Å):
1 C -1.0964 0.0819 1.6603
2 C -0.3513 1.7415 0.0657
3 C -0.5008 -1.1484 -1.1867
4 C 0.0645 0.4719 0.8207
5 C 0.4841 -0.7233 -0.0676
6 O 1.7940 0.1079 -2.3415
7 S 2.2403 -0.1588 -0.9936
8 Cl 3.1134 -2.0021 -1.0051
9 H -1.8779 -0.2478 1.0323
10 H -0.9810 -0.6995 2.4122
11 H -1.3807 0.9878 2.0750
12 H -0.9090 2.2540 0.8110
13 H -1.0834 1.5660 -0.7925
14 H 0.6748 2.3388 -0.0927
15 H -0.9864 -1.9888 -0.8082
16 H 0.0663 -1.5563 -1.9788
17 H -0.9934 -0.3502 -1.6792
18 H 0.9466 0.8615 1.4253
19 H 0.7762 -1.5360 0.6433

The highest occupied orbital energy is -0.339 Eh. Its maximum force is 3.00 eV/A. The calculation puts the relative energy (zero: lowest compared OMol25 entry of this formula, charge and spin) at 147.6 kJ/mol. The value obtained for the frontier orbital gap is 9.85 eV.

Table of natural (NBO) atomic charges, one value per atom, all in e:
1 C -0.606
2 C -0.615
3 C -0.670
4 C -0.252
5 C -0.268
6 O -0.922
7 S 1.204
8 Cl -0.261
9 H 0.206
10 H 0.213
11 H 0.207
12 H 0.204
13 H 0.218
14 H 0.217
15 H 0.228
16 H 0.243
17 H 0.230
18 H 0.205
19 H 0.221

---

No. 3
Here is a structure of composition C16H28ClMgN4O4 in a non-equilibrium geometry from the OMol25 dataset. Energies are from ωB97M-V/def2-TZVPD.

Geometry (Å):
1 Mg -2.5502 -10.7095 9.7325
2 Cl 0.2344 -11.0546 11.9511
3 O 1.1227 -10.0973 11.4309
4 O -1.0910 -10.6291 11.5198
5 O 0.5250 -12.3177 11.3670
6 O 0.4273 -11.0628 13.3638
7 C 0.4008 -5.4339 12.6164
8 C 0.1186 -6.9131 12.9129
9 C -0.4419 -7.1828 14.3642
10 C 0.4578 -6.6622 15.3510
11 N 1.1798 -6.2262 16.1460
12 H 0.7215 -5.2268 11.5955
13 H 1.1670 -5.0856 13.3090
14 H -0.4557 -4.8191 12.8934
15 H 1.0150 -7.5173 12.7733
16 H -0.6090 -7.3241 12.2130
17 H -0.5373 -8.2554 14.5337
18 H -1.4294 -6.7537 14.5338
19 C 4.9258 -9.7140 14.1926
20 C 3.4220 -9.3718 14.2413
21 C 2.7298 -9.4355 15.5771
22 C 2.9680 -10.6610 16.3987
23 N 3.1564 -11.6386 17.0102
24 H 5.3110 -9.5825 13.1814
25 H 5.1045 -10.7084 14.6016
26 H 5.4506 -8.9791 14.8030
27 H 2.9338 -10.1394 13.6407
28 H 3.1268 -8.4470 13.7455
29 H 1.6566 -9.2525 15.5239
30 H 3.0780 -8.6074 16.1944
31 C -1.7133 -15.5800 14.1057
32 C -0.2374 -15.1690 13.9118
33 C 0.7498 -16.3040 14.1462
34 C 0.5318 -17.5303 13.2864
35 N 0.3614 -18.4757 12.6150
36 H -2.3210 -14.6767 14.1588
37 H -1.8674 -16.0717 15.0662
38 H -2.0636 -16.2191 13.2951
39 H 0.0209 -14.3254 14.5519
40 H -0.1871 -14.7372 12.9122
41 H 0.8387 -16.7018 15.1571
42 H 1.7863 -16.0452 13.9301
43 C 2.0727 -16.8370 10.0279
44 C 2.3577 -15.3544 9.8944
45 C 2.4190 -14.9381 8.4167
46 C 1.2728 -15.3474 7.5065
47 N 0.3718 -15.7056 6.8595
48 H 2.8053 -17.4696 9.5267
49 H 1.0804 -17.0401 9.6251
50 H 2.1029 -17.1353 11.0759
51 H 3.2486 -15.0305 10.4324
52 H 1.5691 -14.7653 10.3626
53 H 3.3553 -15.2093 7.9290
54 H 2.4620 -13.8490 8.4316

The highest occupied orbital energy is -0.468 Eh. As for the charge: +1. Its maximum force is 6.75 eV/A. The calculation puts the relative energy (zero: lowest compared OMol25 entry of this formula, charge and spin) at 729.5 kJ/mol. The value obtained for the frontier orbital gap is 2.40 eV.

Table of natural (NBO) atomic charges, one value per atom, all in e:
1 Mg 1.870
2 Cl 2.565
3 O -0.819
4 O -1.066
5 O -0.816
6 O -0.734
7 C -0.624
8 C -0.366
9 C -0.523
10 C 0.273
11 N -0.307
12 H 0.222
13 H 0.229
14 H 0.208
15 H 0.218
16 H 0.175
17 H 0.248
18 H 0.246
19 C -0.610
20 C -0.384
21 C -0.505
22 C 0.290
23 N -0.337
24 H 0.218
25 H 0.222
26 H 0.208
27 H 0.198
28 H 0.208
29 H 0.239
30 H 0.256
31 C -0.610
32 C -0.394
33 C -0.504
34 C 0.282
35 N -0.339
36 H 0.200
37 H 0.216
38 H 0.215
39 H 0.222
40 H 0.203
41 H 0.257
42 H 0.253
43 C -0.616
44 C -0.383
45 C -0.503
46 C 0.293
47 N -0.353
48 H 0.214
49 H 0.216
50 H 0.226
51 H 0.220
52 H 0.196
53 H 0.252
54 H 0.237

---

No. 4
Here is the molecule C4H6Br2O in a non-equilibrium geometry from the OMol25 dataset. Energies are from ωB97M-V/def2-TZVPD.

Geometry (Å):
1 C 0.0743 0.7557 1.8281
2 C 0.3563 1.0175 -0.6949
3 C -0.5314 -1.1466 0.2444
4 C 0.3673 0.0156 0.3850
5 O -0.5457 1.7432 1.8688
6 Br -2.3943 -0.6229 0.4488
7 Br 2.2202 -0.8800 0.4746
8 H 0.3558 0.1447 2.7991
9 H 0.3886 0.5357 -1.6513
10 H -0.6511 1.6178 -0.6925
11 H 0.9524 1.8166 -0.5812
12 H -0.3029 -2.0737 0.9428
13 H -0.5042 -1.3003 -0.9017

The highest occupied orbital energy is -0.368 Eh. As for the SMILES: C[C@@](Br)(C=O)CBr. Its maximum force is 4.89 eV/A. The calculation puts the relative energy (zero: lowest compared OMol25 entry of this formula, charge and spin) at 107.3 kJ/mol. The value obtained for the frontier orbital gap is 10.15 eV.

Table of natural (NBO) atomic charges, one value per atom, all in e:
1 C 0.441
2 C -0.673
3 C -0.517
4 C -0.089
5 O -0.487
6 Br 0.008
7 Br -0.044
8 H 0.125
9 H 0.223
10 H 0.252
11 H 0.238
12 H 0.274
13 H 0.249